# 1
A molecular structure, C30H42BN8O6S3Y, computed with ωB97M-V/def2-TZVPD.

Element x y z (Å)
Y: 11.7786 12.3144 9.6210
O: 12.1706 10.6636 5.5010
C: 12.0070 10.7877 6.7179
O: 11.6152 11.8379 7.3006
C: 12.3603 9.6415 7.6692
C: 12.7607 8.3289 7.2611
C: 13.0726 7.4237 8.2576
C: 13.0698 7.9088 9.5721
C: 12.6930 9.1950 9.9060
N: 12.2892 9.9971 8.9583
C: 12.7861 9.7223 11.3396
O: 13.1071 8.9630 12.2490
O: 12.5030 10.9773 11.4131
H: 12.7905 8.0607 6.2361
H: 13.3454 6.3963 8.0791
H: 13.3512 7.2943 10.4466
C: 12.8106 16.5119 8.6460
C: 11.5285 17.3027 8.5121
C: 11.6712 18.8480 8.7648
C: 10.7383 17.2334 7.1935
N: 10.6079 16.7179 9.6244
C: 10.2071 17.3810 10.7335
C: 9.4868 16.5527 11.4877
N: 9.3248 15.3843 10.7915
B: 8.5374 14.2183 11.4744
N: 7.8461 13.2931 10.4120
C: 6.6355 13.6662 9.8319
C: 6.2024 12.6587 9.0992
N: 7.1290 11.6163 9.2566
C: 8.1743 12.0504 10.0108
S: 9.4476 11.1785 10.6431
C: 6.9538 10.2456 8.7078
C: 8.0906 9.9545 7.7261
C: 5.5656 10.1633 8.0012
C: 6.9032 9.2161 9.8386
N: 9.4194 13.4532 12.5197
C: 8.7272 12.7932 13.4979
C: 9.6210 12.2988 14.3617
N: 10.8993 12.6745 13.9348
C: 10.7504 13.3590 12.8009
S: 11.9957 13.9820 11.8034
C: 12.1148 12.5485 14.8079
C: 12.4556 13.9252 15.2730
C: 13.3858 11.9509 14.0946
C: 11.7415 11.5944 15.9206
C: 10.0388 15.4478 9.6412
S: 10.0498 14.2524 8.4627
H: 13.6269 17.0446 8.0759
H: 12.7727 15.4681 8.2871
H: 13.1491 16.4220 9.6932
H: 12.1204 19.2591 7.8740
H: 12.3174 19.0618 9.5994
H: 10.6793 19.3477 8.9860
H: 11.3791 17.4821 6.3675
H: 10.0006 18.0476 7.2216
H: 10.3303 16.2424 7.0111
H: 10.4931 18.3684 10.9248
H: 8.9760 16.6770 12.4283
H: 7.7491 14.8120 12.1256
H: 6.2676 14.6268 10.1194
H: 5.2350 12.5440 8.6347
H: 7.9040 10.3908 6.7127
H: 8.2015 8.8206 7.5687
H: 9.0645 10.3336 8.0769
H: 5.4377 11.0642 7.4485
H: 4.7790 10.0645 8.7534
H: 5.6587 9.3470 7.3384
H: 7.8250 9.1774 10.4060
H: 6.7375 8.1805 9.4315
H: 6.0633 9.4985 10.5149
H: 7.6714 12.8395 13.6015
H: 9.4263 11.7240 15.2428
H: 12.4662 14.6492 14.4679
H: 13.4270 13.9431 15.7847
H: 11.6694 14.2391 15.9176
H: 14.0827 12.7395 13.8476
H: 13.1209 11.4431 13.1787
H: 13.8875 11.1935 14.8138
H: 10.8481 11.8750 16.4250
H: 12.5635 11.4156 16.6331
H: 11.5090 10.5969 15.4691
N: 13.2808 13.1623 5.0522
C: 13.2521 13.8337 6.3481
C: 14.0078 12.8421 7.3222
O: 14.8767 12.2122 6.7159
O: 13.6601 12.7788 8.5672
H: 13.1324 13.8011 4.2828
H: 12.6847 12.3228 5.0276
H: 14.2902 12.7785 5.0431
H: 12.1990 13.9305 6.5897
H: 13.7968 14.8175 6.2569

Results
**Relative energy (zero: lowest compared OMol25 entry of this formula, charge and spin)**: 0.00 kJ/mol
**E**: -90233.3566 eV
**Frontier orbital gap**: 7.860 eV
**Charge**: 0
**Maximum force**: 0.052 Eh/bohr
**HOMO**: -0.2829 hartree

# 2
A gas-phase ion, C8H13BrN3O (charge +1), computed with ωB97M-V/def2-TZVPD.

Element x y z (Å)
C: 1.0499 2.4598 -0.1351
C: 1.4061 1.9828 1.2708
C: 0.6930 1.5502 -1.0427
C: 1.5709 0.7141 1.5381
C: -2.1333 -0.1589 -0.3994
C: 0.4170 0.1480 -0.4379
C: 1.4967 -0.3502 0.5533
C: 1.1350 -2.6565 0.2320
N: -3.1840 -0.2989 0.4116
N: -2.2458 -0.1781 -1.7667
N: -0.9121 -0.1011 0.1292
O: 1.0739 -1.5131 1.0587
Br: 3.3557 -0.4436 -0.3904
H: 1.1075 3.5253 -0.3686
H: 1.5636 2.8295 1.9070
H: 0.4396 1.8867 -2.0296
H: 1.8957 0.4408 2.5217
H: 0.3881 -0.5157 -1.2149
H: 2.1416 -2.8807 -0.0706
H: 0.4558 -2.5508 -0.5732
H: 0.9001 -3.3800 0.9900
H: -4.1465 -0.4861 -0.0105
H: -3.0518 0.0307 1.3754
H: -3.1009 -0.4739 -2.2889
H: -1.5675 0.2849 -2.3690
H: -0.7484 0.1348 1.1096

Results
**Relative energy (zero: lowest compared OMol25 entry of this formula, charge and spin)**: 0.00 kJ/mol
**E**: -85059.1785 eV
**SMILES string**: CO[C@]1(Br)C=CC=C[C@@H]1[NH+]=C(N)N
**Frontier orbital gap**: 9.201 eV
**Charge**: +1
**Maximum force**: 0.075 Eh/bohr
**HOMO**: -0.4598 hartree

# 3
A single C4H4O3 molecule, computed with ωB97M-V/def2-TZVPD.

Element x y z (Å)
O: 1.2772 0.7734 1.6004
C: 1.1509 0.4026 0.3246
C: 0.0202 -0.0846 -0.2215
C: -1.1632 -0.3655 0.6476
O: -1.8954 0.4907 1.0901
C: -0.0895 -0.2801 -1.6724
O: 0.8141 -0.1086 -2.4633
H: 2.0677 0.5140 -0.2496
H: -1.3272 -1.4263 0.9235
H: 0.3921 0.7967 2.0016
H: -1.1076 -0.5582 -2.0175

Results
**Relative energy (zero: lowest compared OMol25 entry of this formula, charge and spin)**: 152.19 kJ/mol
**E**: -10353.6348 eV
**SMILES string**: O=CC(C=O)=CO
**Frontier orbital gap**: 10.032 eV
**Charge**: 0
**Maximum force**: 0.009 Eh/bohr
**HOMO**: -0.3665 hartree

# 4
A molecular structure, C30H36MoN7O7Se3Te2, computed with ωB97M-V/def2-TZVPD.

Element x y z (Å)
Mo: 1.3888 -2.0848 -1.2378
O: 1.8437 -3.0847 2.8265
C: 1.9551 -3.0027 1.5225
O: 1.1553 -2.3685 0.8490
C: 3.0387 -3.6156 0.8072
C: 4.0142 -4.4380 1.2978
C: 4.9548 -4.9789 0.4083
C: 4.8684 -4.6632 -0.9248
C: 3.8713 -3.7991 -1.3718
N: 2.9461 -3.2499 -0.4960
C: 3.5987 -3.3622 -2.6804
O: 4.3223 -3.6323 -3.7591
O: 2.6140 -2.5831 -2.8429
H: 1.0602 -2.5772 3.0877
H: 4.0207 -4.6612 2.3578
H: 5.7210 -5.6530 0.7662
H: 5.5708 -5.0887 -1.6306
H: 5.0714 -4.1946 -3.5321
Se: 4.8181 -0.2772 -2.2320
Se: 5.7107 1.7280 -2.2516
Te: 2.3968 2.2952 -0.9888
Se: 2.8920 -0.1386 -0.7413
N: -0.2859 2.1867 -4.1395
N: 0.2020 0.8999 -4.0088
N: 0.5405 0.1445 -5.0321
C: 0.9335 -0.9521 -4.4062
N: 0.8344 -0.8219 -3.0752
N: 0.3474 0.3750 -2.8428
H: 0.0245 2.5523 -5.0259
H: 0.0789 2.7208 -3.3614
H: 1.2900 -1.8379 -4.8989
C: -2.3252 -2.8417 -0.8620
C: -1.5845 -1.5579 -0.5441
O: -2.2603 -0.6046 -0.0303
N: -0.3058 -1.4800 -0.8362
Te: -0.6715 1.3646 0.2146
C: -1.4807 3.3291 0.0765
C: -2.5615 3.5948 -0.7649
C: -3.3081 2.5320 -1.5466
C: -2.9929 4.9176 -0.8875
C: -2.3671 5.9600 -0.2188
C: -2.8160 7.3879 -0.4015
C: -1.2911 5.6587 0.6143
C: -0.8323 4.3598 0.7788
C: 0.3330 4.0883 1.7040
C: -1.1209 1.0276 2.2691
C: -0.0630 0.6139 3.0896
C: 1.3486 0.4750 2.5699
C: -0.3233 0.3267 4.4284
C: -1.5978 0.4442 4.9656
C: -1.8738 0.1172 6.4130
C: -2.6286 0.8527 4.1272
C: -2.4234 1.1403 2.7829
C: -3.6110 1.5181 1.9306
H: -1.8066 -3.6890 -0.4171
H: -2.3361 -2.9718 -1.9444
H: -3.3430 -2.7686 -0.4839
H: -2.9275 1.5286 -1.3665
H: -3.2407 2.7343 -2.6181
H: -4.3665 2.5412 -1.2765
H: -3.8448 5.1282 -1.5306
H: -3.7683 7.4368 -0.9296
H: -2.0763 7.9451 -0.9821
H: -2.9245 7.8924 0.5608
H: -0.7908 6.4617 1.1527
H: 0.7118 5.0203 2.1232
H: 1.1542 3.5968 1.1743
H: 0.0287 3.4400 2.5312
H: 1.3907 -0.2597 1.7691
H: 2.0330 0.1623 3.3595
H: 1.7208 1.4148 2.1609
H: 0.4983 0.0172 5.0691
H: -0.9546 -0.1310 6.9440
H: -2.5552 -0.7328 6.4889
H: -2.3468 0.9622 6.9173
H: -3.6359 0.9301 4.5302
H: -4.5408 1.2851 2.4491
H: -3.5889 0.9615 0.9931
H: -3.6060 2.5856 1.7010
C: -0.1048 -5.8547 -3.0772
C: 0.1316 -4.3788 -2.8457
O: -0.2407 -3.5562 -3.6786
O: 0.7463 -4.1207 -1.7120
H: -0.7124 -5.9979 -3.9661
H: -0.6008 -6.2871 -2.2073
H: 0.8551 -6.3573 -3.2039

Results
**Relative energy (zero: lowest compared OMol25 entry of this formula, charge and spin)**: 0.00 kJ/mol
**E**: -268937.6496 eV
**<S²>**: 3.83
**Frontier orbital gap (spin up / spin down)**: 5.713 / 5.256 eV
**Charge**: 0
**2S+1**: 4
**Maximum force**: 0.062 Eh/bohr
**HOMO (spin up / spin down)**: -0.2358 / -0.2510 hartree

# 5
A molecular structure, C44H57GeN2O7P2SbSi3Sn, computed with ωB97M-V/def2-TZVPD.

Element x y z (Å)
Sn: 0.3074 0.3887 0.1249
C: 4.6566 -0.3757 3.2353
C: 3.5182 -1.3525 2.9868
O: 3.8691 -2.7087 3.2501
P: 2.0088 -0.9197 3.9630
O: 1.3108 -2.2805 4.3905
O: 2.7039 -0.5088 5.3363
O: 1.0981 0.0947 3.4071
P: 3.0400 -1.3436 1.2083
O: 4.0630 -2.3072 0.4756
O: 1.6601 -2.0894 1.2330
O: 3.0225 -0.0075 0.5903
H: 4.8953 -0.3241 4.2966
H: 4.3760 0.6180 2.8852
H: 5.5356 -0.7036 2.6800
H: 4.0433 -2.8180 4.1932
H: 0.6293 -2.5809 3.7662
H: 2.0778 -0.3965 6.0688
H: 4.3138 -3.0835 1.0063
N: 1.8470 -0.1322 -7.2988
C: 1.6306 -0.0318 -6.1744
C: 1.3598 0.0659 -4.7730
C: 0.0846 0.4205 -4.3308
C: -0.1817 0.4657 -2.9732
C: 0.8035 0.1662 -2.0334
C: 2.0705 -0.1868 -2.4919
C: 2.3564 -0.2340 -3.8455
H: -0.6906 0.6474 -5.0515
H: -1.1775 0.7219 -2.6324
H: 2.8522 -0.4345 -1.7822
H: 3.3446 -0.5071 -4.1920
C: 0.9500 5.8274 2.8211
Si: 0.9190 3.9429 2.7537
C: -0.5573 3.2151 3.6659
C: 2.5609 3.2359 3.3411
Sb: 0.6182 3.2230 0.2446
Si: 2.7985 3.8675 -1.1533
C: 3.0255 5.7102 -0.8140
C: 4.2475 2.8283 -0.5689
C: 2.2879 3.5495 -2.9361
Si: -1.6949 4.2419 -0.5362
C: -1.5737 6.1026 -0.2521
C: -1.9102 3.8086 -2.3559
C: -3.0122 3.4570 0.5500
H: 1.1155 6.1615 3.8479
H: 0.0093 6.2611 2.4792
H: 1.7511 6.2399 2.2055
H: -0.4690 3.3469 4.7465
H: -0.6093 2.1448 3.4590
H: -1.4929 3.6766 3.3468
H: 2.8429 3.6310 4.3193
H: 3.3656 3.4606 2.6383
H: 2.4663 2.1549 3.4264
H: 3.3297 5.8971 0.2172
H: 2.1037 6.2635 -1.0005
H: 3.7985 6.1204 -1.4680
H: 4.6522 3.2083 0.3707
H: 5.0516 2.8363 -1.3079
H: 3.9399 1.7941 -0.4134
H: 1.4256 4.1607 -3.2080
H: 2.0219 2.5003 -3.0790
H: 3.0980 3.7889 -3.6284
H: -0.6368 6.5147 -0.6299
H: -1.6441 6.3389 0.8107
H: -2.3938 6.6154 -0.7595
H: -0.9597 3.8074 -2.8913
H: -2.5763 4.5167 -2.8525
H: -2.3468 2.8126 -2.4498
H: -3.0203 3.8950 1.5492
H: -2.8278 2.3870 0.6409
H: -4.0085 3.5867 0.1207
C: 2.2402 -5.0403 1.4287
Ge: 1.0811 -3.7430 0.5102
C: 1.2249 -3.6540 -1.4339
C: 2.3688 -4.0882 -2.0968
C: 2.4105 -4.0878 -3.4834
C: 1.3043 -3.6664 -4.2089
C: 0.1569 -3.2442 -3.5517
C: 0.1162 -3.2341 -2.1670
C: -0.7564 -3.7177 1.2055
C: -1.1739 -2.7660 2.1014
C: -2.4455 -2.8274 2.7029
C: -3.3044 -3.8348 2.3763
C: -2.9462 -4.8076 1.4136
C: -3.8413 -5.8300 1.0221
C: -3.4765 -6.7625 0.0936
C: -2.1923 -6.7268 -0.4829
C: -1.3033 -5.7566 -0.1160
C: -1.6517 -4.7626 0.8303
H: 1.9071 -6.0463 1.1738
H: 2.1577 -4.9067 2.5060
H: 3.2855 -4.9334 1.1425
H: 3.2276 -4.4329 -1.5321
H: 3.3020 -4.4252 -3.9956
H: 1.3354 -3.6691 -5.2910
H: -0.7081 -2.9252 -4.1189
H: -0.7808 -2.9052 -1.6512
H: -0.5386 -1.9202 2.3394
H: -2.7220 -2.0677 3.4229
H: -4.2740 -3.9052 2.8554
H: -4.8279 -5.8565 1.4687
H: -4.1688 -7.5395 -0.2018
H: -1.9113 -7.4658 -1.2214
H: -0.3188 -5.7274 -0.5705
N: -9.6594 0.4667 -1.8436
C: -8.5350 0.3329 -1.6478
C: -7.1364 0.1892 -1.3826
C: -6.7116 -0.2328 -0.1220
C: -5.3628 -0.3145 0.1594
C: -4.4141 0.0200 -0.8108
C: -4.8480 0.4100 -2.0812
C: -6.1961 0.4959 -2.3663
C: -3.0203 0.0252 -0.4943
C: -1.8428 0.1480 -0.2282
H: -7.4512 -0.4838 0.6262
H: -5.0218 -0.6280 1.1359
H: -4.1131 0.6497 -2.8385
H: -6.5385 0.8047 -3.3446

Results
**Relative energy (zero: lowest compared OMol25 entry of this formula, charge and spin)**: 0.00 kJ/mol
**E**: -174963.3653 eV
**<S²>**: 0.75
**Frontier orbital gap (spin up / spin down)**: 7.653 / 6.553 eV
**Charge**: +1
**2S+1**: 2
**Maximum force**: 0.024 Eh/bohr
**HOMO (spin up / spin down)**: -0.3661 / -0.3912 hartree

# 6
A molecular structure, C35H33N4O4W, computed with ωB97M-V/def2-TZVPD.

Element x y z (Å)
W: -0.5259 0.3489 -0.2254
C: -3.2119 -0.6127 1.3296
O: -1.7955 -0.2505 1.3721
C: -1.1332 -0.4449 2.6096
C: -1.7794 -0.4432 3.8265
C: -1.0043 -0.6552 4.9619
C: 0.3665 -0.8531 4.8603
C: 0.9956 -0.8514 3.6255
C: 0.2300 -0.6508 2.4845
N: 0.7453 -0.6268 1.1479
N: 1.9557 -1.0488 1.0657
C: 2.6518 -1.0796 -0.0720
C: 2.1728 -0.5484 -1.2938
O: 0.9479 -0.0109 -1.3283
C: 2.9303 -0.5538 -2.4579
C: 4.1927 -1.1049 -2.4017
C: 4.7398 -1.6549 -1.2202
C: 6.0401 -2.2075 -1.2249
C: 6.5636 -2.7398 -0.0761
C: 5.8025 -2.7361 1.1029
C: 4.5318 -2.2062 1.1364
C: 3.9800 -1.6522 -0.0240
H: -3.7843 0.1590 1.8395
H: -3.3330 -1.5780 1.8163
H: -3.4850 -0.6821 0.2829
H: -2.8462 -0.2950 3.9102
H: -1.4820 -0.6662 5.9316
H: 0.9528 -1.0113 5.7546
H: 2.0613 -1.0014 3.5427
H: 2.5264 -0.1339 -3.3673
H: 4.8001 -1.1205 -3.2988
H: 6.6090 -2.2030 -2.1455
H: 7.5574 -3.1644 -0.0716
H: 6.2246 -3.1614 2.0036
H: 3.9641 -2.2244 2.0545
O: -0.9523 1.8957 -1.5493
N: -2.0385 1.6366 -0.8701
C: -4.2220 3.0995 -3.4226
C: -3.4982 3.0320 -2.2975
C: -3.2433 1.6988 -1.6769
C: -3.3198 0.5122 -2.5927
C: -4.2038 0.6469 -3.6861
C: -4.6355 1.8855 -4.0751
C: -2.6509 -0.6968 -2.3638
C: -1.6740 -1.0170 -1.4325
C: -1.1767 -2.3909 -1.4291
C: -0.7994 -3.0331 -0.2365
C: -0.3621 -4.3453 -0.2431
C: -0.2540 -5.0339 -1.4443
C: -0.5958 -4.4115 -2.6406
C: -1.0626 -3.1127 -2.6358
H: -4.4970 4.0493 -3.8590
H: -3.1772 3.9144 -1.7608
H: -4.0929 1.5419 -0.9850
H: -4.4561 -0.2280 -4.2704
H: -5.2705 1.9675 -4.9490
H: -2.9772 -1.5009 -3.0181
H: -0.9206 -2.5377 0.7181
H: -0.1160 -4.8366 0.6883
H: 0.0937 -6.0582 -1.4518
H: -0.4973 -4.9451 -3.5757
H: -1.2845 -2.6357 -3.5810
C: 0.4163 5.4197 1.7161
N: 0.5808 4.0544 1.1854
C: 1.8484 3.7604 0.5074
C: -0.3196 3.1318 1.3731
C: -1.6097 3.4314 2.0620
O: -0.0697 1.9163 1.0235
H: 1.3993 5.8771 1.7684
H: -0.0037 5.3930 2.7177
H: -0.2167 6.0084 1.0536
H: 2.1631 4.6544 -0.0238
H: 1.7140 2.9486 -0.2019
H: 2.6060 3.4914 1.2435
H: -2.0110 4.4053 1.7910
H: -1.4443 3.4256 3.1430
H: -2.3302 2.6506 1.8297

Results
**Relative energy (zero: lowest compared OMol25 entry of this formula, charge and spin)**: 69.30 kJ/mol
**E**: -52778.6315 eV
**<S²>**: 2.09
**Frontier orbital gap (spin up / spin down)**: 5.401 / 5.106 eV
**Charge**: +3
**2S+1**: 3
**Maximum force**: 0.012 Eh/bohr
**HOMO (spin up / spin down)**: -0.5741 / -0.5775 hartree

# 7
A single C4H6N2 molecule, computed with ωB97M-V/def2-TZVPD.

Element x y z (Å)
N: -1.9965 0.4251 -0.3065
C: -0.6022 0.1712 -0.2106
C: 0.4818 1.1720 0.0069
N: 1.6352 0.6649 0.2485
C: 1.4376 -0.7859 0.2239
C: 0.0227 -1.0257 -0.2305
H: -2.2397 1.3731 -0.5828
H: -2.4853 0.2023 0.5591
H: 0.3469 2.2546 -0.0576
H: 1.5596 -1.1786 1.2512
H: 2.2177 -1.2783 -0.3718
H: -0.3777 -1.9946 -0.5297

Results
**Relative energy (zero: lowest compared OMol25 entry of this formula, charge and spin)**: 111.87 kJ/mol
**E**: -7224.4315 eV
**SMILES string**: NC1=CCN=C1
**Frontier orbital gap**: 9.826 eV
**Charge**: 0
**Maximum force**: 0.011 Eh/bohr
**HOMO**: -0.3242 hartree

# 8
A gas-phase ion, C19H32BrN2O3 (charge +1), computed with ωB97M-V/def2-TZVPD.

Element x y z (Å)
C: -4.4400 -2.4309 1.6945
C: -3.2101 -1.5807 1.4020
C: -3.4671 -0.0836 1.5866
C: -4.2775 0.5236 0.4436
H: -5.2121 -0.0236 0.3070
H: -4.5271 1.5673 0.6530
O: -3.6373 0.3792 -0.8214
C: -2.3751 0.7613 -1.0604
C: -1.6823 1.8809 -0.6105
C: -0.3675 2.1267 -1.0017
C: 0.2968 1.2598 -1.8456
C: -0.3790 0.1460 -2.3402
C: -1.6916 -0.0985 -1.9760
O: -2.4232 -1.1487 -2.3883
C: -1.8929 -2.0259 -3.3555
H: -1.6243 -1.4955 -4.2734
H: -2.6894 -2.7354 -3.5703
H: -1.0218 -2.5675 -2.9725
H: 0.1314 -0.5270 -3.0098
C: 1.7453 1.4923 -2.1861
H: 1.8642 2.3846 -2.8092
H: 2.1402 0.6360 -2.7352
N: 2.5250 1.6500 -0.9402
H: 2.2290 2.5128 -0.4815
H: 2.3496 0.7843 -0.1562
C: 3.9954 1.6324 -1.0728
C: 4.6019 1.3246 0.2949
H: 5.6879 1.3229 0.2136
H: 4.3304 2.1055 1.0068
C: 4.1462 -0.0472 0.8022
N: 2.6777 -0.1154 0.9122
C: 2.1808 0.4391 2.1789
C: 0.6495 0.4238 2.1755
O: 0.1609 -0.8818 2.0085
C: 0.6220 -1.4457 0.8079
H: 0.2249 -2.4604 0.7736
C: 2.1532 -1.4774 0.7555
H: 2.4775 -1.8811 -0.2055
H: 2.5286 -2.1238 1.5578
H: 0.2329 -0.8751 -0.0499
H: 0.2658 0.7773 3.1328
H: 0.2711 1.0741 1.3702
H: 2.5407 1.4612 2.3028
H: 2.5412 -0.1647 3.0208
H: 4.4680 -0.8113 0.0908
H: 4.6200 -0.2685 1.7645
H: 4.3657 2.5823 -1.4652
H: 4.2623 0.8443 -1.7801
H: 0.1010 3.0311 -0.6432
Br: -2.4277 3.2083 0.5557
H: -4.0139 0.0873 2.5145
H: -2.5081 0.4340 1.6685
H: -2.3999 -1.8744 2.0724
H: -2.8793 -1.7636 0.3770
H: -4.7928 -2.2552 2.7081
H: -5.2477 -2.2039 1.0038
H: -4.1992 -3.4863 1.5950

Results
**Relative energy (zero: lowest compared OMol25 entry of this formula, charge and spin)**: 2.19 kJ/mol
**E**: -99380.7194 eV
**SMILES string**: CCCCOc1c(Br)cc(C[NH2+]CCCN2CCOCC2)cc1OC
**Frontier orbital gap**: 8.729 eV
**Charge**: +1
**Maximum force**: 0.016 Eh/bohr
**HOMO**: -0.4081 hartree